Density functional theory data (ωB97M-V/def2-TZVPD) for C52H36CaN10 as an isolated structure.

```
99
C52H36CaN10 ωB97M-V/def2-TZVPD
Ca 0.1940 0.3481 0.2673
C -7.4996 1.2185 1.5301
C -6.4869 1.9783 2.1066
C -5.1647 1.7136 1.7766
C -4.9074 0.6218 0.9635
C -5.8828 -0.1171 0.3780
C -7.1942 0.1478 0.6745
C -3.5047 0.3195 0.5740
C -2.8423 -0.7393 1.2531
C -3.5054 -1.6018 2.1863
C -2.5774 -2.5480 2.5131
C -1.3532 -2.2142 1.8376
C -0.1794 -2.9668 1.9648
C -0.2035 -4.2107 2.8118
C 0.3344 -4.2181 4.0811
C 0.2889 -5.3901 4.8258
C -0.2500 -6.5740 4.3599
C -0.8014 -6.5367 3.0656
C -0.7736 -5.3781 2.2918
C 0.9406 -2.7998 1.1902
N 1.1146 -1.8370 0.2233
C 2.2009 -2.1439 -0.4643
C 2.7168 -1.4121 -1.5623
C 4.0690 -1.8716 -2.0440
C 4.1990 -2.6607 -3.1718
C 5.4583 -3.0681 -3.6556
C 6.5499 -2.7489 -2.8904
C 6.4520 -2.0263 -1.7291
C 5.2112 -1.5810 -1.2900
C 2.1250 -0.3750 -2.2420
C 2.6060 0.2283 -3.4498
C 1.6513 1.0686 -3.8745
C 0.5954 1.0246 -2.8788
N 0.8714 0.1083 -1.9430
C -0.5682 1.8034 -2.9524
C -1.7014 1.7057 -2.1019
C -2.9931 2.4041 -2.2758
C -3.8210 1.9321 -1.3221
C -3.0287 1.0205 -0.4976
N -1.7541 0.9232 -1.0225
C -0.8276 2.5021 -4.2374
C -1.2784 1.7500 -5.3218
C -1.6905 2.3782 -6.4817
C -1.5793 3.7783 -6.5865
C -1.0412 4.5492 -5.5600
C -0.6975 3.8796 -4.3621
C 2.8845 -3.3116 0.1570
C 2.0430 -3.6987 1.1554
N -1.5417 -1.0751 1.0848
H -8.5478 1.4989 1.7811
H -6.7557 2.7904 2.7704
H -4.3003 2.2713 2.2289
H -5.6410 -0.9611 -0.2779
H -8.0227 -0.4040 0.2430
H -4.5089 -1.6009 2.5258
H -2.8011 -3.4026 3.1830
H 0.8104 -3.3165 4.4813
H 0.7250 -5.4202 5.8326
H -0.2774 -7.4880 4.9303
H -1.1705 -7.4746 2.6358
H -1.1594 -5.3778 1.3002
H 3.2620 -2.8367 -3.7099
H 5.5980 -3.6482 -4.5198
H 7.5225 -3.1641 -3.2056
H 7.2959 -1.7966 -1.0923
H 5.0782 -1.0348 -0.3554
H 3.5995 0.0273 -3.8678
H 1.7476 1.7163 -4.7351
H -3.2263 3.1405 -3.0014
H -4.8963 2.1268 -1.2003
H -1.4544 0.6969 -5.1617
H -2.0831 1.7978 -7.3149
H -1.9856 4.2607 -7.4615
H -1.0127 5.6428 -5.7071
H -0.3451 4.4323 -3.5061
H 3.8480 -3.6801 -0.1886
H 2.1862 -4.5546 1.8013
N 3.1046 -0.8118 2.3112
C 3.0453 0.5067 2.5974
N 3.9121 1.0060 3.4743
C 3.8009 2.3003 3.7507
N 4.6849 2.8651 4.6258
N 2.8993 3.1045 3.2689
C 2.0783 2.5369 2.4008
N 2.1130 1.2546 1.9682
C 0.9931 3.4014 1.8263
C 0.8236 4.7123 2.3133
C -0.2526 5.4519 1.8712
C -1.0592 4.8789 0.8999
C -0.7801 3.6220 0.4069
N 0.2193 2.8721 0.8913
H 3.8912 -1.3304 2.6834
H 2.4867 -1.1770 1.6026
H 5.3621 2.3157 5.1383
H 4.6024 3.8562 4.7481
H 1.5022 5.1003 3.0318
H -0.4882 6.4328 2.2698
H -1.9205 5.3961 0.5470
H -1.3605 3.1645 -0.3905
```

**HOMO**: -6.433 eV
**Charge**: 0
**Lowest unoccupied orbital energy**: -0.022 Ha
**Kohn-Sham gap**: 0.2143 Eh

Here are the Mulliken charges for atoms 1 to 8, given in e: atom 1 (Ca): 3.01, atom 2 (C): -0.34, atom 3 (C): -0.82, atom 4 (C): 0.22, atom 5 (C): -0.70, atom 6 (C): 0.27, atom 7 (C): -0.98, atom 8 (C): 1.55

Density functional theory data (ωB97M-V/def2-TZVPD) for C52H39CrN8PS2 as an isolated structure.

```
103
C52H39CrN8PS2 ωB97M-V/def2-TZVPD
Cr -0.7805 -0.1504 0.1453
C 3.5854 -2.7418 -1.9789
N 2.2096 -2.5380 -1.6094
C 1.7336 -1.4263 -1.0015
N 0.4393 -1.5513 -0.7277
C 0.0675 -2.7892 -1.1588
C 1.1685 -3.4188 -1.7229
C 1.2434 -4.7484 -2.3164
C 0.5668 -5.8006 -1.6995
C 0.5443 -7.0503 -2.2840
C 1.1948 -7.2707 -3.4867
C 1.8797 -6.2346 -4.0971
C 1.9101 -4.9796 -3.5181
C -1.3088 -3.2581 -1.0106
C -1.9819 -3.8393 -2.0829
C -3.3002 -4.2291 -1.9421
C -3.9552 -4.0534 -0.7339
C -3.2905 -3.4886 0.3426
C -1.9715 -3.0907 0.2081
P 2.7149 0.0374 -0.5712
C 1.5078 1.2232 -1.2327
N 0.2052 1.2395 -0.9486
C -0.3251 2.2984 -1.6218
C 0.6796 2.9216 -2.3464
N 1.8276 2.2320 -2.0782
C 3.1718 2.5362 -2.4963
C 0.5688 4.0738 -3.2318
C -0.2115 5.1589 -2.8345
C -0.3880 6.2327 -3.6834
C 0.2063 6.2349 -4.9347
C 0.9806 5.1598 -5.3357
C 1.1678 4.0820 -4.4905
C -1.7446 2.6442 -1.5497
C -2.4933 2.7614 -2.7191
C -3.8455 3.0311 -2.6508
C -4.4602 3.1924 -1.4194
C -3.7174 3.1012 -0.2544
C -2.3593 2.8402 -0.3137
C 2.1025 0.1343 1.1444
N 0.8398 0.1152 1.5803
C 0.9015 0.3742 2.9203
C 2.2272 0.5464 3.2958
N 2.9627 0.3856 2.1589
C 4.3942 0.3836 2.0168
C 2.7849 0.8448 4.6122
C 2.3197 0.1633 5.7365
C 2.8109 0.4728 6.9903
C 3.7718 1.4597 7.1409
C 4.2352 2.1439 6.0299
C 3.7497 1.8389 4.7716
C -0.2597 0.5226 3.7980
C -1.2583 -0.4437 3.8526
C -2.3541 -0.2648 4.6775
C -2.4491 0.8600 5.4757
C -1.4439 1.8121 5.4495
C -0.3535 1.6490 4.6170
H 4.2116 -2.0527 -1.4085
H 3.7439 -2.5516 -3.0413
H 3.8845 -3.7671 -1.7643
H 0.0566 -5.6278 -0.7644
H 0.0054 -7.8499 -1.8036
H 1.1601 -8.2441 -3.9482
H 2.3787 -6.3980 -5.0389
H 2.4175 -4.1746 -4.0285
H -1.4795 -3.9581 -3.0304
H -3.8226 -4.6635 -2.7797
H -4.9844 -4.3559 -0.6288
H -3.8019 -3.3657 1.2871
H -1.4328 -2.6827 1.0641
H 3.2110 3.5289 -2.9407
H 3.5270 1.8050 -3.2256
H 3.8326 2.5107 -1.6274
H -0.6760 5.1460 -1.8605
H -1.0011 7.0630 -3.3720
H 0.0561 7.0686 -5.6007
H 1.4252 5.1513 -6.3185
H 1.7428 3.2315 -4.8286
H -2.0163 2.6013 -3.6728
H -4.4265 3.0987 -3.5569
H -5.5197 3.3824 -1.3688
H -4.1994 3.2231 0.7045
H -1.7654 2.8007 0.5934
H 4.8548 0.3274 3.0005
H 4.7354 1.2913 1.5125
H 4.7039 -0.4841 1.4295
H 1.5731 -0.6071 5.6234
H 2.4376 -0.0539 7.8542
H 4.1553 1.6980 8.1202
H 4.9691 2.9271 6.1416
H 4.0952 2.4052 3.9182
H -1.1715 -1.3544 3.2723
H -3.1387 -1.0042 4.6900
H -3.2991 0.9876 6.1247
H -1.5094 2.6805 6.0869
H 0.4299 2.3930 4.5912
S -2.5323 -0.3852 -1.4517
C -3.5895 -0.2411 -0.0987
S -2.6968 0.1389 1.3502
C -4.9434 -0.4423 -0.0823
C -5.7261 -0.7826 -1.1974
N -6.4225 -1.0683 -2.0636
C -5.6527 -0.3652 1.1316
N -6.2213 -0.3201 2.1260
```

**HOMO (alpha / beta)**: -9.742 / -9.828 eV
**Charge**: +1
**Lowest unoccupied orbital energy (alpha / beta)**: -0.121 / -0.109 Ha
**Spin multiplicity**: 4
**Kohn-Sham gap (alpha / beta)**: 0.2370 / 0.2520 Eh
**<S²>**: 3.832

Here are the Mulliken charges for atoms 1 to 8, given in e: atom 1 (Cr): 0.91, atom 2 (C): -1.02, atom 3 (N): 0.44, atom 4 (C): -0.91, atom 5 (N): 0.79, atom 6 (C): -0.91, atom 7 (C): 1.00, atom 8 (C): 0.36

> Which of these has the lowest charge?

C52H36CaN10

> Look up the charge of the second one.

+1